DFT (the ωB97M-V functional and the def2-TZVPD basis) results for a 7-piece molecular cluster, C59H126F5N6O6S2 overall.

total charge	+3
Kohn-Sham gap	7.24	eV
highest occupied orbital energy	-12.77	eV

Atoms and positions in Å:
C (20.033, 18.402, 16.884)
C (18.750, 19.196, 16.551)
C (17.926, 19.803, 17.726)
C (18.836, 20.879, 18.528)
N (18.158, 21.596, 19.767)
C (18.327, 20.582, 20.976)
C (19.623, 21.096, 21.611)
C (19.389, 22.558, 21.649)
C (18.990, 22.842, 20.195)
C (16.644, 21.785, 19.549)
C (15.963, 22.781, 20.530)
C (14.506, 22.912, 20.110)
H (20.508, 18.908, 17.725)
H (20.688, 18.335, 16.015)
H (19.848, 17.365, 17.163)
H (18.133, 18.486, 16.000)
H (19.085, 19.968, 15.858)
H (17.515, 19.131, 18.480)
H (17.013, 20.307, 17.409)
H (19.196, 21.609, 17.803)
H (19.805, 20.614, 18.950)
H (17.524, 20.767, 21.688)
H (18.335, 19.539, 20.659)
H (19.718, 20.575, 22.564)
H (20.488, 20.783, 21.027)
H (18.551, 22.887, 22.264)
H (20.239, 23.104, 22.057)
H (18.424, 23.764, 20.059)
H (19.870, 23.023, 19.577)
H (16.235, 20.786, 19.701)
H (16.515, 22.001, 18.488)
H (16.282, 23.820, 20.451)
H (16.019, 22.525, 21.588)
H (14.081, 23.729, 20.693)
H (13.855, 22.070, 20.350)
H (14.323, 23.221, 19.081)
C (14.130, 13.629, 23.932)
C (15.475, 13.522, 24.606)
C (16.569, 14.605, 24.140)
C (18.006, 14.154, 24.482)
N (19.175, 15.193, 24.210)
C (20.597, 14.526, 24.413)
C (21.182, 15.234, 25.685)
C (19.976, 15.791, 26.423)
C (19.103, 16.335, 25.332)
C (18.998, 15.772, 22.793)
C (20.068, 16.872, 22.434)
C (20.167, 17.015, 20.944)
H (14.282, 13.676, 22.854)
H (13.620, 14.536, 24.258)
H (13.567, 12.733, 24.195)
H (15.797, 12.526, 24.299)
H (15.339, 13.409, 25.682)
H (16.377, 15.548, 24.652)
H (16.539, 14.745, 23.059)
H (18.315, 13.225, 24.002)
H (18.029, 14.051, 25.567)
H (21.210, 14.689, 23.527)
H (20.471, 13.450, 24.533)
H (21.721, 16.090, 25.278)
H (21.794, 14.660, 26.381)
H (20.191, 16.654, 27.053)
H (19.435, 15.014, 26.965)
H (19.354, 17.284, 24.859)
H (18.064, 16.511, 25.611)
H (18.022, 16.236, 22.657)
H (18.897, 14.871, 22.189)
H (20.989, 16.729, 22.998)
H (19.580, 17.800, 22.734)
H (20.712, 17.913, 20.653)
H (19.170, 16.882, 20.523)
H (20.812, 16.223, 20.564)
C (8.133, 9.877, 17.586)
C (8.785, 8.774, 18.508)
C (9.943, 9.367, 19.387)
C (11.062, 10.144, 18.598)
N (12.332, 10.491, 19.357)
C (12.978, 9.187, 19.801)
C (14.494, 9.381, 19.583)
C (14.507, 10.110, 18.242)
C (13.366, 11.119, 18.322)
C (12.103, 11.506, 20.471)
C (11.277, 12.749, 20.144)
C (11.202, 13.740, 21.373)
H (7.876, 10.730, 18.214)
H (7.265, 9.501, 17.045)
H (8.754, 10.165, 16.737)
H (9.247, 7.940, 17.980)
H (8.050, 8.270, 19.135)
H (10.386, 8.605, 20.028)
H (9.498, 10.115, 20.043)
H (10.702, 11.098, 18.213)
H (11.432, 9.552, 17.761)
H (12.756, 8.995, 20.850)
H (12.482, 8.381, 19.259)
H (14.943, 9.953, 20.395)
H (14.990, 8.412, 19.529)
H (15.430, 10.613, 17.955)
H (14.140, 9.509, 17.410)
H (13.767, 12.051, 18.721)
H (12.931, 11.201, 17.326)
H (13.093, 11.644, 20.904)
H (11.578, 10.845, 21.162)
H (10.264, 12.464, 19.862)
H (11.780, 13.352, 19.388)
H (10.581, 14.622, 21.218)
H (12.181, 14.113, 21.673)
H (10.800, 13.234, 22.251)
C (15.708, 14.287, 10.847)
C (14.255, 14.821, 11.052)
C (13.612, 14.611, 12.460)
C (14.476, 15.420, 13.471)
N (13.968, 15.477, 14.918)
C (15.028, 16.283, 15.796)
C (16.144, 15.273, 16.130)
C (15.537, 13.826, 15.950)
C (14.079, 14.001, 15.503)
C (12.480, 15.947, 15.093)
C (12.167, 17.335, 14.585)
C (10.799, 17.860, 15.090)
H (16.406, 14.878, 11.439)
H (15.982, 14.255, 9.792)
H (15.890, 13.280, 11.221)
H (13.576, 14.467, 10.276)
H (14.284, 15.857, 10.715)
H (13.589, 13.531, 12.605)
H (12.610, 15.036, 12.518)
H (14.556, 16.446, 13.112)
H (15.468, 14.972, 13.504)
H (14.547, 16.598, 16.723)
H (15.457, 17.165, 15.321)
H (16.579, 15.486, 17.106)
H (16.993, 15.311, 15.447)
H (15.616, 13.212, 16.847)
H (16.105, 13.234, 15.233)
H (13.374, 13.980, 16.333)
H (13.648, 13.385, 14.713)
H (12.264, 15.794, 16.151)
H (11.902, 15.139, 14.645)
H (12.223, 17.293, 13.497)
H (13.004, 17.989, 14.829)
H (10.470, 17.558, 16.084)
H (10.041, 17.390, 14.463)
H (10.746, 18.949, 15.089)
C (15.875, 16.137, 28.546)
C (14.494, 16.285, 27.876)
C (14.530, 17.281, 26.778)
C (13.256, 17.700, 26.152)
N (13.377, 18.575, 24.873)
C (13.606, 17.779, 23.594)
C (12.253, 17.144, 23.166)
C (11.170, 18.035, 23.757)
C (11.968, 19.167, 24.520)
C (14.437, 19.752, 25.073)
C (14.597, 20.806, 23.883)
C (15.371, 21.956, 24.440)
H (16.654, 15.765, 27.880)
H (15.824, 15.434, 29.377)
H (16.150, 17.052, 29.071)
H (13.769, 16.656, 28.601)
H (14.147, 15.283, 27.622)
H (15.212, 16.925, 26.006)
H (15.000, 18.180, 27.176)
H (12.531, 18.221, 26.776)
H (12.653, 16.825, 25.911)
H (13.861, 18.454, 22.777)
H (14.394, 17.067, 23.842)
H (12.069, 17.277, 22.100)
H (12.189, 16.092, 23.445)
H (10.435, 18.492, 23.095)
H (10.618, 17.339, 24.388)
H (12.106, 19.890, 23.716)
H (11.522, 19.512, 25.452)
H (15.314, 19.121, 25.214)
H (14.208, 20.230, 26.025)
H (13.609, 21.147, 23.572)
H (15.209, 20.449, 23.055)
H (15.390, 22.864, 23.838)
H (16.439, 21.739, 24.459)
H (15.136, 22.216, 25.473)
N (9.302, 20.750, 21.739)
S (10.620, 20.967, 20.709)
O (11.830, 21.382, 21.373)
O (10.497, 21.433, 19.293)
F (10.943, 19.399, 20.573)
S (8.553, 21.916, 21.338)
O (7.579, 21.769, 20.250)
O (9.145, 23.242, 21.491)
F (7.540, 21.955, 22.630)
C (15.660, 16.824, 19.989)
O (15.230, 17.940, 19.140)
O (16.260, 17.427, 21.102)
C (14.619, 15.615, 20.070)
F (15.153, 14.568, 20.696)
F (13.435, 15.881, 20.667)
F (14.377, 15.207, 18.846)
C (14.005, 18.673, 19.409)
C (13.534, 19.460, 18.195)
H (12.702, 20.120, 18.438)
H (14.302, 20.109, 17.772)
H (13.195, 18.809, 17.389)
H (14.100, 19.364, 20.246)
H (13.136, 18.086, 19.707)
H (16.455, 16.417, 19.364)